# 1
6 unconnected molecules or ions with the total composition C38H92N6O7 at a distorted geometry. Source: the OMol25 dataset; level of theory: ωB97M-V/def2-TZVPD.

XYZ file:
```
143
Properties=species:S:1:pos:R:3:forces:R:3
H -3.7250 1.3004 3.4041 0.4 -0.2 -0.5
H 0.8868 3.1433 2.3388 -0.1 -1.1 0.1
H -4.2936 -3.4521 -2.9812 -0.1 0.4 -0.5
C 0.9645 1.2913 4.2715 -2.4 0.0 2.0
C 2.2402 3.4681 4.5933 0.2 -1.2 0.6
H 6.8167 -3.3266 2.7876 -0.2 0.2 -0.3
H -1.5720 3.5054 2.1157 -0.1 0.0 -0.5
H -1.3204 -3.7474 -2.7989 0.3 0.2 0.1
C 4.2745 -0.6175 -2.2265 0.2 1.1 -0.5
H -5.1123 -4.7565 -6.3493 0.4 0.3 0.2
H 7.8364 -0.6273 4.0591 -0.4 0.6 0.5
N 0.7744 2.8016 4.5074 2.5 0.2 -3.3
H -4.8587 0.9400 0.2080 -0.2 1.1 0.0
H 1.8136 -2.2946 3.7068 -0.1 1.1 -1.1
H 0.2322 -1.0817 -4.2116 -0.5 0.0 -0.5
N 1.3706 0.3090 0.1565 -2.1 0.8 1.1
H 4.0687 -0.4367 -1.1715 -0.7 0.5 -0.3
C 2.8948 -2.3835 3.8133 -1.4 -1.7 1.5
O 3.0334 -3.8146 3.8801 2.0 1.0 -1.9
C -1.0735 -4.0225 -6.0870 -0.7 0.1 1.6
H -4.7936 3.2897 0.2167 0.1 -0.4 0.0
C -0.4055 -1.3332 -3.3642 1.3 0.2 0.5
C 5.7362 -3.2073 2.8677 -0.5 0.8 -0.5
H 0.0883 4.3698 3.1255 0.1 0.2 1.0
H -5.6646 5.0303 -1.4008 0.4 0.0 0.6
H 7.1618 -1.1214 5.7383 1.0 0.6 0.0
C -2.2494 -1.3447 1.0952 -0.1 0.4 -0.7
H -1.7973 2.0690 -1.3617 0.1 -0.2 -0.1
O 0.7269 -0.3569 -0.6067 -0.5 -2.7 -2.4
H -0.2552 3.0000 7.9164 0.0 -0.2 -0.1
H 7.6320 -2.2444 4.5193 -0.3 -0.3 0.1
H -2.3623 -5.6759 -5.1709 0.4 0.4 0.7
H -3.1027 1.3277 0.3534 -0.1 0.2 0.0
C -2.3208 3.1348 -3.2125 1.4 -1.3 -0.1
H -0.7498 2.1476 5.7163 -0.9 0.9 -0.2
H -3.1805 3.2667 -3.8696 0.0 -0.1 0.0
H -1.2753 1.8093 2.2748 0.4 -0.3 0.3
H -2.3630 -2.5385 -1.9882 0.0 -0.5 0.3
H -0.5539 4.0419 5.5885 -0.6 -0.5 0.1
H -4.2940 2.6989 4.1954 0.3 0.3 0.1
H -3.8283 2.9029 2.5122 0.0 -0.2 -0.2
H -5.9440 1.3484 -1.9636 0.2 0.1 0.3
C -0.1453 3.0516 5.7896 1.3 -1.0 -0.8
H 3.6166 -2.0583 1.7779 -0.1 0.0 0.1
H 3.0502 1.8011 -0.5267 -0.1 0.7 0.4
H -2.2214 -1.8861 2.0408 -0.8 -0.2 0.0
H 2.9994 -1.9682 4.8157 0.6 0.1 0.3
C 3.7631 -1.6939 2.7947 1.2 0.3 -0.4
H -4.6477 -2.1234 -5.3462 0.0 0.1 0.1
H -1.9622 -0.3301 1.3712 0.1 0.2 -0.2
C -1.2425 2.7483 2.8273 -0.9 0.5 -0.3
H -0.2984 -4.6472 -6.5308 -0.6 -0.5 0.0
H 7.0953 -1.1499 2.0084 0.1 0.7 0.2
C -2.5332 2.0232 -2.1645 -2.1 1.2 -0.3
O 2.3176 -0.1106 0.8016 2.6 -1.3 0.8
H 5.0739 1.3351 -2.9972 0.7 -0.3 0.0
C -3.5965 -1.3391 0.2722 0.7 -0.7 1.3
H 5.3610 -3.7973 3.7039 -0.1 0.3 0.0
H 1.3682 0.7932 3.3900 1.2 1.2 -0.1
C -3.9166 -2.4447 -7.3453 -0.1 -0.3 1.7
H -2.9668 -5.1117 -6.5856 0.1 0.6 -0.4
H 2.1925 4.5542 4.6724 -0.6 -0.1 0.0
C -2.0972 -2.9961 -2.9411 -0.2 -0.2 0.0
H 4.6783 0.7854 1.4465 -0.2 -0.1 0.0
H 3.4747 -1.1303 -2.7608 0.3 -0.5 0.6
H 1.1577 -4.9641 4.0968 -0.2 1.0 -1.4
O 0.9238 1.4147 0.4161 -0.4 3.1 1.0
C 0.1831 3.2844 3.1592 -1.6 0.6 1.3
H -4.5037 -0.6478 -1.5530 -0.3 0.3 0.1
H 6.2967 1.2650 1.1486 0.4 -0.4 0.1
H 1.8512 -4.3119 5.4928 0.2 0.3 0.3
O -2.2501 2.7659 3.8802 0.6 -0.4 -0.4
H 3.0554 3.4356 -1.3667 -0.2 -0.2 0.1
H 1.1016 3.9113 7.2886 0.3 -0.2 0.3
C 5.7094 -1.2063 4.3968 -0.4 -0.6 -1.8
H -2.7820 -0.4080 -1.4388 0.1 0.1 0.0
C 3.3782 3.0509 3.5464 -2.2 -0.6 0.8
H -4.6206 -3.2449 -7.5734 0.2 0.2 -0.7
H -2.5946 1.0518 -2.6550 0.3 0.2 0.1
H 3.5393 -0.6274 2.7730 -0.2 -0.1 0.1
H 1.1627 2.1109 7.2676 -0.1 0.1 0.2
H -4.8976 -5.5985 -4.7988 0.4 0.1 0.0
O -1.6135 -1.9136 -3.7503 -2.0 -1.3 -1.0
H 5.4252 -0.1542 4.4185 -0.6 -0.2 0.2
N 4.2425 0.7650 -3.0602 -1.1 -0.8 1.4
H -0.1605 2.6647 -3.3594 0.1 0.3 0.0
H -2.9169 -1.8374 -5.4118 0.0 -0.2 -0.2
C 7.1821 -1.2612 4.6575 0.3 -1.2 0.6
H -2.1183 4.0765 -2.7022 0.0 0.1 -0.2
H 0.2095 -2.0359 -2.8020 -0.1 0.1 0.5
H -0.0575 0.9279 4.1643 -0.4 0.1 0.2
H 1.2163 0.9205 5.2651 0.8 -0.4 -0.4
H -3.0358 -2.3975 -7.9856 0.1 -0.6 0.4
C -1.0322 2.6777 -4.0137 -0.3 0.4 0.4
C -4.9849 4.2436 -1.7283 2.0 2.5 0.6
H 5.7193 -1.2336 0.9792 0.0 -0.1 0.0
H 2.5860 -5.6113 4.6325 0.5 0.1 0.0
N 5.3247 -1.7517 3.0103 -0.3 1.4 0.3
N -3.5180 -3.8424 -5.0130 -1.0 -2.3 -1.3
H 2.4687 3.0438 5.5710 0.7 0.4 0.0
H -0.6401 -3.6423 -5.1619 0.1 -0.2 0.1
C 3.1179 1.6585 -2.6367 3.1 1.1 3.3
C -3.9182 1.0780 -0.3254 -0.1 -1.3 -1.3
H -1.1128 -3.1123 -6.6854 -0.7 -0.3 -0.3
H -0.5530 -0.4039 -2.8139 0.0 -0.2 0.3
C -2.4515 -4.7296 -5.7044 0.8 0.6 -1.3
H -4.8319 1.3595 -3.2952 0.2 0.4 -0.1
H 4.0333 0.5016 -4.0125 0.3 0.1 -0.5
N -3.9500 2.1289 -1.4371 -0.4 -0.4 1.1
H 5.2434 -1.1150 -2.1849 0.1 -0.1 -0.9
H 4.3586 3.4134 3.8554 -0.3 0.3 0.1
H -4.1017 4.7382 -2.1327 -0.7 0.6 -1.1
H 3.1185 3.3538 2.5321 0.2 0.2 0.1
H 4.5102 2.4311 -1.2376 0.4 0.3 0.3
C 0.5301 2.9920 7.1605 0.4 0.8 -1.0
H -6.7665 3.4294 -2.4372 0.0 0.0 -0.8
C -3.7135 -2.4871 -5.7742 0.2 0.5 0.4
H -3.3610 -4.8733 -3.1232 0.6 0.0 -0.2
C -4.1904 3.4821 -0.6706 -1.4 -1.8 -1.0
H -1.0442 1.6592 -4.4018 -0.7 -0.2 0.1
C -5.7156 3.4094 -2.7259 0.7 -2.0 0.6
H -5.4815 3.7683 -3.7281 -0.5 -0.2 0.0
H -3.2078 3.8352 -0.3577 -0.2 0.4 -0.3
C -4.8754 -4.6273 -5.2933 0.7 1.2 1.3
O 2.1069 1.8252 -3.2666 -3.7 -0.3 -3.1
C -3.5800 2.3803 3.4360 0.7 0.5 0.7
H 5.6546 1.2809 2.7840 0.4 -0.3 0.2
H -1.4163 -1.7832 0.5458 0.0 0.3 -0.4
C 3.4261 2.4107 -1.3484 0.7 -1.3 -0.8
C -5.1809 1.9548 -2.4515 0.9 0.6 0.8
C 6.0600 -0.8188 1.9278 -1.1 -0.9 -0.1
H 5.1177 -1.8542 5.0435 0.3 0.4 0.5
H -5.5674 -3.9547 -4.7865 -0.5 -0.4 -0.3
C 2.1210 -4.6362 4.4877 -0.9 -1.4 2.3
H 3.4139 1.9615 3.5561 0.2 0.0 -0.1
C 5.6848 0.7073 1.8576 -0.5 -0.9 0.4
H -3.7497 -2.3457 -0.1170 0.0 0.0 -0.1
C -3.3783 -3.8296 -3.4370 1.0 2.0 -1.6
H -4.3894 -1.2307 1.0121 -0.3 0.3 -0.1
H 5.1675 -3.4741 1.9768 0.6 -0.7 -0.1
H -0.8243 3.2964 -4.8867 -0.1 0.3 0.3
H -4.4170 -1.4940 -7.5294 -0.2 -0.1 0.1
C -3.7123 -0.3240 -0.8770 1.2 -0.8 0.5
```
Forces are in eV/Å.

Calculated values
Charge: +3
Maximum force, eV/Å: 4.8
Highest occupied orbital energy (alpha / beta), eV: -8.941 / -13.665
Kohn-Sham gap (alpha / beta), Ha: 0.1329 / 0.3065
Calculated total energy, hartree: -2356.9073
⟨S²⟩: 0.754
Spin multiplicity: 2

=====

# 2
4 unconnected molecules or ions with the total composition C3H11NO3 at a distorted geometry. Source: the OMol25 dataset; level of theory: ωB97M-V/def2-TZVPD.

XYZ file:
```
18
Properties=species:S:1:pos:R:3:forces:R:3
H 1.9628 -0.8960 -0.2322 -0.1 -0.4 0.3
O 1.7862 0.9949 -1.3958 -0.2 -0.1 0.2
O -0.9039 -2.4109 -0.0878 0.4 -0.3 0.3
H -1.9698 -0.1629 -0.3436 0.3 0.5 -0.2
H -0.7418 -2.5755 0.8506 -0.2 0.1 0.0
C -1.6974 0.7460 -0.9265 -0.3 -1.9 0.4
H -0.2200 0.9718 2.7889 -0.3 -0.3 -0.7
H -0.7764 2.7354 1.4347 0.4 0.2 -0.5
H 2.9908 -1.8356 -0.6699 0.1 -0.4 0.2
N -1.3106 1.8149 -0.3846 1.7 0.0 -0.7
O 2.2993 -1.7816 0.0031 0.0 0.7 -0.6
H 1.1697 1.0848 -0.6551 0.1 0.2 -0.1
H -0.7276 -0.3206 1.5035 0.2 0.4 0.0
H -0.1226 -2.8351 -0.4689 0.0 0.2 -0.2
C -0.8077 1.7727 0.9313 -1.6 -0.4 2.2
H 1.3311 1.4386 -2.1203 0.0 0.0 0.0
C -0.5893 0.7311 1.7754 0.2 0.5 -0.7
H -1.6729 0.5279 -2.0028 -0.5 0.9 0.1
```
Forces are in eV/Å.

Calculated values
SMILES: C=CN=C.O.O.O
Maximum force, eV/Å: 2.7
Highest occupied orbital energy, eV: -9.292
Kohn-Sham gap, Ha: 0.3466
Calculated total energy, hartree: -401.3067
Energy relative to the best compared isomer or geometry (same formula, charge and spin), kcal per mole: 66.74

=====

# 3
7 unconnected molecules or ions with the total composition C24H60BF4NO18P4 at a distorted geometry. Source: the OMol25 dataset; level of theory: ωB97M-V/def2-TZVPD.

XYZ file:
```
112
Properties=species:S:1:pos:R:3:forces:R:3
H 5.3276 0.0530 0.8705 -0.6 2.0 0.7
H -0.4692 -2.9162 3.3021 1.0 -1.3 -1.3
O 1.3490 -3.0310 6.7371 0.5 -0.1 -0.8
H 2.6214 2.0142 -0.8583 0.6 0.9 -0.4
H -7.6589 -4.1166 1.2488 -0.3 0.0 -1.8
H -7.1928 -3.9091 2.6800 0.8 -2.0 4.4
F 2.3077 -0.8759 1.2515 2.0 0.6 -0.3
H 1.6760 -4.4315 -4.0568 1.1 0.7 -1.5
F 0.5079 -0.2986 2.4438 -0.6 1.4 1.0
C 1.5766 -2.4014 -3.7016 -0.2 -2.3 0.1
H -5.9631 -1.7887 4.7389 2.9 -1.5 0.8
H 4.0933 0.7099 1.8839 -1.9 0.8 0.5
C 3.4788 -0.2256 -3.3805 3.3 2.9 -1.4
O -3.9309 3.5673 -4.9243 1.0 -0.8 -0.8
H 2.5188 1.8841 0.8191 -0.4 2.1 -1.3
H -0.3715 -1.5196 4.3104 -2.1 -2.5 0.0
C -2.8093 -0.6156 1.4742 -0.7 0.2 -3.2
C 6.3406 4.6427 -1.5328 0.8 0.2 -3.9
H 1.5502 2.6500 2.4417 -1.7 2.5 0.3
H 2.1868 -3.4250 -5.5766 3.3 0.2 -2.4
C 1.2279 0.9660 -3.3701 1.0 0.5 2.0
C -0.9368 -2.6027 4.1767 0.3 3.0 1.7
H 0.9308 0.5395 -2.4567 -0.3 -1.9 1.3
H 2.6564 -3.0771 -1.8406 -0.9 -0.1 -0.8
H 0.0246 -4.9461 7.9169 -2.7 2.0 2.5
C 2.1152 0.0738 -4.2617 5.5 2.2 3.4
C 0.7060 -5.6474 7.7040 4.8 0.9 -1.4
O -0.6422 -3.4274 5.3789 -0.5 -0.5 -2.7
H 0.2918 1.1910 -3.7451 -1.7 0.9 -1.7
H 0.4440 -6.6759 7.9095 0.2 0.0 -0.2
O -2.6997 1.8823 -2.9894 -2.9 -0.9 -7.3
C -1.2932 2.8335 1.5029 -1.1 5.3 1.1
H -3.6692 -0.1465 0.8619 2.5 0.7 0.3
P -3.7733 2.9949 -3.4449 -0.8 3.0 4.0
H 3.9698 0.7979 -3.1354 -1.6 -1.2 0.2
C -0.2600 3.8968 1.9037 0.6 2.1 -5.6
O 1.7705 -3.8526 4.3197 -1.6 -1.5 0.5
O -0.1851 4.9407 1.0940 0.0 -4.4 4.5
H -4.1416 -1.8367 5.3559 0.5 1.0 0.0
C -6.4153 3.1448 -3.2230 -4.3 -9.7 -3.9
H 5.6557 0.0260 2.5079 -0.8 3.5 -1.0
H 3.6796 -2.8616 -3.2142 -0.8 0.0 -0.3
B 0.9596 -0.7586 1.2551 -1.0 -0.8 -1.5
H 1.6674 1.8556 -2.7887 0.3 -0.9 -2.1
C 2.5118 2.7177 -0.0225 1.8 -3.1 1.9
O 0.7625 -5.3841 6.2903 -0.2 -0.8 -3.8
O 5.6641 2.1371 1.4033 -0.7 0.8 0.4
F 0.4429 -2.0318 1.0690 -0.7 -1.0 -0.5
O 5.1433 1.9932 -1.0805 -0.5 -0.3 0.3
H 3.4497 0.2902 -5.9593 -1.2 0.6 0.6
H 1.5772 3.2314 -0.1075 -0.1 0.9 0.4
C 0.2030 -2.5801 -2.9188 4.6 8.2 -0.4
O 3.6928 3.6150 0.2195 0.1 -0.8 0.1
H 0.2207 -1.7005 -2.1424 -0.3 -0.8 -1.5
H -2.0430 -2.5814 3.9317 1.3 0.1 1.0
H 1.3598 4.4051 3.2100 -0.2 -0.8 0.1
H 3.6210 -3.1261 3.3892 -2.5 0.4 1.1
C 2.7691 -2.4311 -2.7362 2.1 -0.9 1.0
C 3.3139 -1.1158 -2.1483 -5.1 1.1 -3.4
H -1.0441 2.2175 0.7757 2.7 -3.5 -2.9
O 0.6267 -1.1139 -5.3130 1.3 -1.2 0.1
H -7.8056 -2.4444 2.0809 1.3 -1.7 -1.1
C 5.1122 0.8292 1.7290 3.6 -4.8 -1.5
C 2.5426 0.8177 -5.4946 1.9 -3.1 -1.7
H 2.8253 1.8095 -5.4798 0.6 2.1 1.5
C 0.8074 3.5084 2.8737 0.7 -3.0 1.3
H 0.1975 -3.2256 -2.2221 0.2 -6.0 4.1
H 3.2957 -2.5930 5.0970 -0.3 -1.3 -0.5
H -1.3287 2.7944 -1.7730 -1.5 -2.1 0.2
H 2.3439 -1.9234 4.0865 -1.7 2.8 -1.8
C -4.2248 4.9757 -5.1667 -5.7 -2.6 -1.3
H 0.6333 -3.8758 -5.2832 0.6 1.4 1.0
H -1.9884 3.3811 0.8351 -0.5 0.2 1.2
O -3.4008 -1.9008 1.5682 -0.8 -4.1 -0.8
H -2.8374 2.1122 -1.1047 -0.4 -0.5 1.8
H -0.5698 -2.4417 -3.5159 -3.6 0.1 -2.7
H -2.9635 -0.3128 2.4330 0.6 2.1 2.6
H 4.4982 -0.4515 -4.0738 -3.1 -0.6 1.3
H -5.0248 -3.1805 5.4644 -1.1 -5.7 3.4
H -1.6748 -0.6544 1.1348 -2.8 0.0 0.4
H -4.4325 5.2206 -6.2502 0.3 -1.0 1.3
H 6.8518 3.9595 -2.2008 0.2 -0.3 -0.3
H -6.2587 3.9575 -2.8340 2.1 9.5 2.8
H 6.7681 5.6251 -1.8138 0.7 -0.1 2.1
C -4.9188 -2.4104 4.9120 -2.1 6.1 -5.7
O -3.6469 4.0422 -2.3983 0.5 0.5 -1.1
O 6.2602 4.0613 -0.3246 -1.0 -0.9 5.6
P 0.8417 -3.9116 5.6509 1.5 1.6 3.4
H 0.4047 2.7412 3.7158 0.5 2.5 -1.4
N 1.5445 -1.2043 -4.5219 -5.1 1.9 -0.7
C -2.1011 1.8408 -1.8088 4.7 3.3 2.3
H 2.5944 -0.7139 -1.4172 0.1 0.2 -0.3
C 1.6058 -3.5490 -4.7735 -4.2 -2.6 4.0
P -4.8147 -2.0893 2.2417 -2.0 -0.1 0.0
H -7.1179 3.0476 -4.2284 2.5 0.6 2.3
C 2.7530 -2.8472 4.1347 4.1 -1.6 1.8
H -1.4230 0.9638 -1.6998 -1.2 0.3 0.2
O -4.4770 -2.8478 3.5613 0.2 -1.2 1.6
O -5.4806 -0.8334 2.5563 -0.5 1.1 -0.3
O -5.1886 2.3640 -3.2532 -1.7 -2.0 -0.2
C -7.1397 -3.3983 1.8309 -2.5 4.0 -0.6
H 5.4224 4.8126 -1.9784 -2.5 -0.2 -0.8
H 4.1371 -1.2903 -1.6245 3.8 -0.7 1.9
H -1.7133 2.3273 2.3025 -1.0 -0.9 1.5
H -7.1591 2.7916 -2.4079 1.5 -0.7 -1.2
H -5.0683 5.3353 -4.5004 0.4 -0.9 -1.1
F 0.4885 0.0322 0.0867 0.5 0.0 0.9
H -3.5260 5.5111 -4.8091 5.7 3.7 2.1
O -5.8834 -3.0962 1.3737 4.2 1.2 -0.2
H 1.7753 -5.2423 8.0079 -2.3 -1.4 0.4
P 5.1467 2.9146 0.0805 0.6 -1.0 -3.3
H 1.8252 0.8426 -6.2472 -1.7 -0.4 -1.3
```
Forces are in eV/Å.

Calculated values
Maximum force, eV/Å: 11.3
Highest occupied orbital energy, eV: -9.292
Kohn-Sham gap, Ha: 0.1899
Calculated total energy, hartree: -4149.1193
Energy relative to the best compared isomer or geometry (same formula, charge and spin), kcal per mole: 60.17